# C20H26F2N2O2

A single C20H26F2N2O2 molecule (wB97M-V/def2-TZVPD, OMol25).

Its HOMO-LUMO gap is 0.3468 Eh. The LUMO energy is 0.6 eV. The calculation puts the relative energy (zero: lowest compared OMol25 entry of this formula, charge and spin) at 6.4 kcal per mole.

Each line ends with the Löwdin charge.
Atoms and positions in Å:
O 1.792 -0.973 1.810  0.081
C 0.600 -0.973 1.595  -0.471
N -0.256 -1.797 2.245  0.072
H -1.245 -1.747 2.061  0.152
C 0.193 -2.688 3.292  -0.108
C -0.612 -2.557 4.555  -0.133
C -1.116 -3.680 5.198  0.042
C -1.842 -3.541 6.367  -0.275
C -2.098 -2.304 6.932  -0.001
C -1.605 -1.178 6.299  0.005
C -0.875 -1.318 5.133  -0.226
F -0.409 -0.200 4.540  0.071
H -1.774 -0.192 6.701  0.123
H -2.668 -2.233 7.844  0.121
F -2.318 -4.647 6.967  0.062
H -0.943 -4.666 4.796  0.127
H 0.157 -3.728 2.945  0.128
H 1.240 -2.419 3.476  0.137
C -0.082 -0.057 0.583  -0.190
C 0.952 0.382 -0.466  -0.112
N 0.489 1.515 -1.227  -0.026
C 0.064 2.620 -0.574  -0.456
O -0.314 3.630 -1.137  0.056
C 0.073 2.449 0.931  -0.076
C -0.676 1.171 1.308  -0.117
H -0.627 1.034 2.389  0.104
H -1.726 1.289 1.032  0.123
H 1.105 2.394 1.284  0.131
H -0.402 3.319 1.384  0.124
C 0.526 1.493 -2.681  -0.279
C 1.984 1.510 -3.161  -0.134
C 2.185 1.131 -4.630  -0.197
C 1.133 1.697 -5.588  -0.200
H 1.593 1.824 -6.571  0.106
C -0.072 0.773 -5.757  -0.213
H -0.656 1.108 -6.618  0.107
H 0.289 -0.234 -5.983  0.111
C -1.005 0.712 -4.550  -0.198
C -0.313 0.336 -3.240  -0.139
H 0.297 -0.557 -3.386  0.117
H -1.087 0.098 -2.506  0.116
H -1.494 1.680 -4.421  0.117
H -1.785 -0.024 -4.760  0.108
H 0.809 2.681 -5.249  0.117
H 3.173 1.490 -4.928  0.107
H 2.200 0.044 -4.734  0.106
H 2.574 0.825 -2.548  0.111
H 2.372 2.516 -2.989  0.123
H 0.045 2.433 -2.972  0.137
H 1.154 -0.444 -1.147  0.135
H 1.884 0.617 0.063  0.132
H -0.883 -0.616 0.091  0.140

# C2H8S2

2 unconnected molecules or ions with the total composition C2H8S2 (wB97M-V/def2-TZVPD, OMol25).

Its HOMO-LUMO gap is 0.3625 Eh. The LUMO energy is 0.8 eV. The calculation puts the relative energy (zero: lowest compared OMol25 entry of this formula, charge and spin) at 12.3 kcal per mole.

Each line ends with the Löwdin charge.
Atoms and positions in Å:
C -1.925 -0.996 0.743  -0.480
S -0.514 -2.148 0.722  0.626
H -2.108 -0.694 -0.281  0.023
H -2.719 -1.446 1.325  0.023
H -1.638 -0.096 1.292  0.009
H 0.313 -1.391 0.002  -0.211
C 1.743 1.056 -1.310  -0.467
S 0.530 2.081 -0.412  0.604
H 1.645 0.073 -0.842  -0.011
H 1.480 0.931 -2.351  0.030
H 2.742 1.397 -1.065  0.022
H 0.519 1.500 0.801  -0.166

# C2H5NOS2

A single C2H5NOS2 molecule (wB97M-V/def2-TZVPD, OMol25).

Its HOMO-LUMO gap is 0.3662 Eh. The LUMO energy is 0.6 eV. The calculation puts the relative energy (zero: lowest compared OMol25 entry of this formula, charge and spin) at 0.6 kcal per mole.

Each line ends with the Löwdin charge.
Atoms and positions in Å:
C 2.648 -0.493 0.003  -0.395
C 0.213 0.792 -0.046  -0.879
H 3.166 -1.075 0.792  0.046
H 2.978 -0.682 -1.045  0.045
H 2.695 0.587 0.233  0.033
H -1.534 1.745 -0.139  0.100
H -2.289 -0.785 1.292  -0.119
N -1.154 0.807 -0.087  -0.437
O 0.873 1.791 0.095  0.006
S 0.896 -0.847 -0.019  0.862
S -2.213 -0.500 -0.046  0.737

# C3H11N2OP3

A single C3H11N2OP3 molecule (wB97M-V/def2-TZVPD, OMol25).

Its HOMO-LUMO gap is 0.2782 Eh. The LUMO energy is -1.0 eV. The calculation puts the relative energy (zero: lowest compared OMol25 entry of this formula, charge and spin) at 12.9 kcal per mole.

Each line ends with the Löwdin charge.
Atoms and positions in Å:
C -0.680 0.830 2.062  -0.153
C -1.348 -0.504 1.666  -0.218
C -1.107 -0.718 0.079  -0.210
N 0.823 1.884 -1.209  -0.771
N 0.691 -1.019 -1.316  -0.730
O 0.286 -1.176 0.061  -0.309
P 1.669 0.516 -1.431  0.734
P 1.491 -2.333 -1.948  0.713
P 0.500 3.360 -0.823  0.700
H -1.445 1.802 2.009  0.125
H -0.449 0.782 3.100  0.033
H 0.305 0.913 1.502  0.056
H -2.415 -0.324 1.736  0.096
H -0.766 -1.247 2.177  0.094
H -1.742 -1.562 -0.248  0.106
H -1.425 0.265 -0.395  0.117
H 1.586 0.355 -2.785  -0.087
H 2.259 -2.868 -0.797  -0.093
H 0.376 -3.240 -1.631  -0.080
H 1.391 4.283 -1.812  -0.125

# C3H5NO

A molecular structure, C3H5NO (wB97M-V/def2-TZVPD, OMol25).

Its HOMO-LUMO gap is 0.3841 Eh. The LUMO energy is 0.6 eV. The calculation puts the relative energy (zero: lowest compared OMol25 entry of this formula, charge and spin) at 71.0 kcal per mole.

Each line ends with the Löwdin charge.
Atoms and positions in Å:
O -1.483 0.536 0.257  -0.076
C -0.690 -0.599 -0.060  -0.260
C 0.594 0.032 -0.560  -0.117
C 1.753 0.189 0.248  -0.328
N 2.505 0.696 0.979  0.122
H -2.319 0.245 0.634  0.088
H -0.518 -1.230 0.822  0.122
H -1.190 -1.225 -0.820  0.120
H 0.695 1.106 0.160  0.201
H 0.692 0.130 -1.653  0.130